(1)
C5H8O2 | wB97M-V/def2-TZVPD

Structure (XYZ):
```
15
Properties=species:S:1:pos:R:3:forces:R:3
H 2.177408 0.946017 1.030370 -0.6 0.5 0.0
H -0.141954 1.470007 -1.128241 0.4 0.0 0.3
C -0.246173 -0.298546 0.164417 -0.3 -0.2 0.0
C -1.340375 -0.902752 0.961075 -0.1 0.0 0.2
C 0.069443 1.157606 -0.090310 0.2 -0.1 0.2
H -2.192710 -0.275284 1.211142 0.2 -0.1 0.0
C -1.140432 -1.277042 -0.498298 -0.1 -0.1 -0.2
C 1.555157 0.678938 0.165951 -0.3 0.5 0.2
O 2.367880 0.864568 -0.941216 0.0 0.0 -0.2
H -1.863866 -0.950899 -1.239384 0.1 0.0 0.1
H -0.423035 1.876459 0.572341 0.4 -0.2 0.1
H -1.049221 -1.619316 1.722060 -0.1 0.0 -0.1
O 1.104764 -0.655733 0.390670 0.1 -0.2 -0.2
H -0.673253 -2.238507 -0.694436 -0.1 0.1 0.0
H 1.796364 1.224491 -1.626146 0.3 -0.2 -0.3
```
Positions in Å, forces in eV/Å.

Relative energy (zero: lowest compared OMol25 entry of this formula, charge and spin) ... 2.243 eV
Maximum force ... 0.73 eV Å⁻¹
HOMO level ... -9.4 eV
Kohn-Sham gap ... 10.343 eV
Spin multiplicity ... 1

(2)
C5H8O2 | wB97M-V/def2-TZVPD

Structure (XYZ):
```
15
Properties=species:S:1:pos:R:3:forces:R:3
C -0.416208 0.485494 0.584808 -0.2 -0.1 0.2
H 1.418068 1.289874 1.425313 -0.1 -0.1 -0.1
H 1.605723 -0.992131 -0.667374 0.1 0.1 0.1
C 1.039202 0.638014 0.634974 0.2 -0.1 0.2
C -1.141827 -0.685547 -0.015631 0.2 0.0 0.0
C 2.020954 -0.393309 0.147338 0.0 0.0 -0.1
O 0.262666 1.337703 -0.330625 0.0 0.2 -0.1
H -0.678380 -1.022200 -0.947847 0.0 0.1 0.2
H -1.014772 1.011913 1.330635 0.1 0.0 -0.1
H 2.930675 0.092892 -0.218326 -0.1 -0.1 0.0
O -2.500135 -0.252876 -0.305121 -0.2 0.2 -0.3
H -1.792548 0.577087 -1.914187 -0.2 0.0 0.0
C -2.764752 0.473999 -1.353402 0.3 -0.3 0.2
H 2.301028 -1.060522 0.969857 0.0 0.1 -0.1
H -1.236320 -1.521116 0.683174 0.0 0.1 -0.1
```
Positions in Å, forces in eV/Å.

Relative energy (zero: lowest compared OMol25 entry of this formula, charge and spin) ... 4.660 eV
Maximum force ... 0.42 eV Å⁻¹
HOMO level ... -8.5 eV
Kohn-Sham gap ... 9.290 eV
Spin multiplicity ... 1

(3)
C5H8O2 | wB97M-V/def2-TZVPD

Structure (XYZ):
```
15
Properties=species:S:1:pos:R:3:forces:R:3
C -0.624403 0.294363 1.028855 -0.2 -0.2 0.6
C 1.145306 0.782408 0.110970 0.3 0.1 0.0
C 0.433195 -1.755174 -0.422883 -0.2 0.3 -0.1
H -0.928676 2.314874 -0.185160 -0.2 0.1 -0.3
H -1.034249 -0.118838 1.942057 0.1 0.1 0.2
C 0.130719 -0.300780 -0.114813 0.2 0.5 0.2
H 1.326104 1.477884 -0.721148 0.0 -0.1 0.2
H -1.648028 -0.335076 -0.806796 -2.0 0.1 0.2
H -0.472380 -2.374950 -0.407791 0.1 0.2 0.0
H 1.125681 -2.177326 0.325318 -0.2 0.2 -0.2
C -1.329936 0.511285 -0.229407 2.0 -1.8 -1.4
H 0.900182 -1.876721 -1.408313 -0.1 0.1 0.2
O 0.321763 1.373783 1.155892 0.0 0.0 0.2
H 2.095420 0.434055 0.527006 0.0 0.1 0.0
O -1.440698 1.750214 -0.793786 0.1 0.2 0.2
```
Positions in Å, forces in eV/Å.

Relative energy (zero: lowest compared OMol25 entry of this formula, charge and spin) ... 3.460 eV
Maximum force ... 3.02 eV Å⁻¹
HOMO level ... -8.5 eV
Kohn-Sham gap ... 9.409 eV
Structure (SMILES) ... C[C@]12CO[C@H]1[C@H]2O
Spin multiplicity ... 1

(4)
C5H8O2 | wB97M-V/def2-TZVPD

Structure (XYZ):
```
15
Properties=species:S:1:pos:R:3:forces:R:3
C -2.800939 -0.084482 -0.277586 -0.7 1.6 2.4
H -1.792207 -1.336073 -1.611595 0.1 -0.6 -0.4
O -0.904567 1.163560 -2.555771 1.2 1.1 0.2
H 0.989346 -0.836702 0.970494 -1.2 0.0 -0.5
H -3.623765 -0.736888 -0.074303 -0.4 -0.5 -0.1
H 1.348547 0.408342 2.302291 0.9 -2.3 -1.1
C 2.486886 0.310510 0.536308 0.1 3.3 -3.6
H 2.505384 1.485912 0.430044 0.1 -2.7 0.5
H -2.848322 0.853490 0.412543 0.4 -1.5 -1.7
C -0.707800 0.644438 -1.489727 -1.1 -3.2 0.9
C 1.787320 -0.364552 1.527764 -0.4 -0.1 3.0
H 2.284236 -1.349291 1.847508 -0.3 1.6 0.3
O 0.218681 0.477796 -0.586128 0.5 0.8 -0.5
C -1.820808 -0.417609 -1.074214 0.8 1.9 -0.2
H 2.878010 -0.218451 -0.357630 0.0 0.3 0.9
```
Positions in Å, forces in eV/Å.

Relative energy (zero: lowest compared OMol25 entry of this formula, charge and spin) ... 5.526 eV
Maximum force ... 4.86 eV Å⁻¹
HOMO level (spin up / spin down) ... -9.1 / -8.1 eV
Kohn-Sham gap (spin up / spin down) ... 7.869 / 5.681 eV
Spin multiplicity ... 1

(5)
C5H8O2 | wB97M-V/def2-TZVPD

Structure (XYZ):
```
15
Properties=species:S:1:pos:R:3:forces:R:3
H -0.813416 -0.324140 -1.213192 0.0 0.1 0.0
O -2.138589 0.010292 0.422940 -0.2 0.1 -0.1
H 1.662590 0.658644 1.452814 -0.1 -0.1 -0.1
C 1.235822 0.341093 0.498640 -0.1 0.1 0.3
H -2.748019 0.409041 -0.211475 0.0 -0.1 0.1
C 0.207358 -0.813957 0.575933 0.0 -0.1 0.0
O 2.279699 0.108231 -0.391801 0.0 -0.1 -0.2
H -0.073947 -1.292237 1.512482 0.1 0.1 -0.1
C 0.086575 1.265764 -0.006145 0.0 0.1 0.0
H 0.279311 1.828290 -0.923880 0.0 -0.1 0.1
H -0.788368 -2.189553 -0.621364 0.1 0.1 0.0
C -0.861086 0.053645 -0.100604 0.1 0.0 0.0
H -0.276247 1.934329 0.779903 0.1 -0.1 -0.1
H 1.908295 -0.519588 -1.045051 0.1 0.1 0.0
C 0.040029 -1.469851 -0.729203 -0.1 -0.2 0.2
```
Positions in Å, forces in eV/Å.

Relative energy (zero: lowest compared OMol25 entry of this formula, charge and spin) ... 4.962 eV
Maximum force ... 0.34 eV Å⁻¹
HOMO level ... -8.7 eV
Kohn-Sham gap ... 9.247 eV
Spin multiplicity ... 1

(6)
C5H8O2 | wB97M-V/def2-TZVPD

Structure (XYZ):
```
15
Properties=species:S:1:pos:R:3:forces:R:3
O -1.418084 -0.971802 0.372751 -0.5 -1.4 -1.2
H -0.332251 0.153796 2.047895 -2.6 0.0 -2.9
C -0.351185 -1.328097 -0.493771 5.0 8.2 13.2
C 1.809776 0.047311 -0.019971 3.3 0.5 1.4
C -1.157970 0.233127 0.932401 3.7 0.8 4.3
H -2.069130 0.692599 1.189795 -1.0 0.4 0.9
C 0.538638 -0.070402 -0.706061 -4.2 1.5 -1.5
H 0.418702 0.287453 -1.729333 1.4 -0.5 -0.4
O 2.118002 -0.631546 0.973297 -0.5 2.2 -3.0
H -0.494069 -1.743056 -1.235661 -4.0 -7.0 -13.0
H -0.102306 1.818391 -0.016786 6.6 14.8 2.6
H -1.467290 1.345921 -0.734232 3.1 -1.3 0.3
C -0.417464 1.027605 -0.081502 -9.2 -13.9 -3.7
H 0.361235 -1.880513 0.041588 0.6 -1.7 1.2
H 2.563390 1.019215 -0.540410 -1.8 -2.7 1.7
```
Positions in Å, forces in eV/Å.

Relative energy (zero: lowest compared OMol25 entry of this formula, charge and spin) ... 6.813 eV
Maximum force ... 17.11 eV Å⁻¹
HOMO level ... -9.5 eV
Kohn-Sham gap ... 10.048 eV
Spin multiplicity ... 1

(7)
C5H8O2 | wB97M-V/def2-TZVPD

Structure (XYZ):
```
15
Properties=species:S:1:pos:R:3:forces:R:3
O 0.354426 2.119239 -0.756989 0.1 0.4 0.0
H 2.798525 0.757105 0.271953 0.0 0.0 -0.2
C 1.835507 0.783202 0.772923 -0.2 -0.4 -0.2
H -1.043623 -0.058287 1.166428 -0.7 0.7 -0.1
H -2.031961 0.852790 -1.407671 0.9 -1.0 1.1
H -0.818819 -0.320710 -2.078780 0.1 -0.1 0.6
C -1.438655 -0.093084 -1.196656 0.9 -0.8 1.0
H 1.105013 -1.010069 1.979578 -0.3 -0.5 -0.6
C 0.578053 1.263090 0.049476 -0.1 0.8 -0.1
H 0.319317 -2.091869 -0.228466 0.9 0.4 0.6
O -2.201505 -1.123334 -0.689639 -1.1 -1.8 -0.9
C 1.009164 -0.515088 1.012250 -0.3 0.0 -0.4
H -2.175556 -2.067310 -1.068534 0.6 2.6 0.4
C -0.220940 0.094410 0.487827 -0.9 0.3 -0.9
H 1.931054 1.409915 1.686301 0.0 -0.7 -0.2
```
Positions in Å, forces in eV/Å.

Relative energy (zero: lowest compared OMol25 entry of this formula, charge and spin) ... 8.168 eV
Maximum force ... 2.71 eV Å⁻¹
HOMO level (spin up / spin down) ... -8.6 / -7.9 eV
Kohn-Sham gap (spin up / spin down) ... 8.171 / 7.402 eV
Spin multiplicity ... 1

(8)
C5H8O2 | wB97M-V/def2-TZVPD

Structure (XYZ):
```
15
Properties=species:S:1:pos:R:3:forces:R:3
C -0.991589 -0.821943 -0.902753 0.0 0.2 0.0
H -0.162586 1.990255 0.865593 0.0 -0.1 -0.1
C 0.083868 -1.104049 0.269649 0.3 -0.3 0.1
H -2.818689 -0.197139 0.260996 0.1 0.1 0.1
H -0.293626 -0.653900 -1.739263 -0.2 0.0 0.1
C 1.014065 0.159976 0.361433 -0.2 0.1 0.1
H 2.606330 -0.579594 -0.461695 -0.1 0.2 -0.1
C -0.002924 1.288797 0.044465 0.0 0.0 0.0
H 0.568136 -1.999213 -0.112768 0.4 0.0 0.2
H 0.273721 1.831523 -0.864792 0.0 -0.1 0.2
H 1.476992 0.304078 1.351391 -0.2 -0.1 -0.2
H -0.336732 -1.335799 1.257942 0.0 0.1 -0.3
C -1.185683 0.391833 -0.221249 -0.2 0.1 0.0
O 2.015641 0.165834 -0.635855 0.2 -0.1 0.0
O -2.246917 0.559344 0.526913 0.1 0.0 -0.2
```
Positions in Å, forces in eV/Å.

Relative energy (zero: lowest compared OMol25 entry of this formula, charge and spin) ... 3.933 eV
Maximum force ... 0.45 eV Å⁻¹
HOMO level ... -7.6 eV
Kohn-Sham gap ... 8.194 eV
Spin multiplicity ... 1